Entry 1:
{
  "formula": "C36H47HfN5P2",
  "method": "wB97M-V/def2-TZVPD",
  "fmax_ha_per_bohr": 0.177,
  "charge": 2,
  "de_lowest_kj_mol": 420.8,
  "lumo_ha": [-0.3155, -0.3155],
  "gap_ha": [0.143, 0.143],
  "species": ["Hf", "C", "C", "C", "C", "C", "C", "C", "C", "C", "H", "H", "H", "H", "H", "H", "H", "H", "H", "H", "H", "H", "H", "H", "H", "P", "P", "N", "N", "N", "N", "C", "C", "C", "C", "C", "C", "C", "C", "C", "C", "C", "C", "C", "C", "C", "C", "C", "C", "H", "H", "H", "H", "H", "H", "H", "H", "H", "H", "H", "H", "H", "H", "H", "H", "H", "H", "H", "H", "C", "N", "C", "C", "C", "C", "C", "C", "C", "C", "H", "H", "H", "H", "H", "H", "H", "H", "H", "H", "H", "H"],
  "coordinates": [[-1.9835, 0.5837, 0.3908], [2.1639, -3.4018, 1.8836], [1.7462, -2.1613, 2.2007], [1.7276, -0.9741, 1.2073], [0.8181, -0.9265, -0.0294], [0.2803, -2.1686, -0.6640], [0.9353, -3.3043, -0.7936], [2.4332, -3.2942, -0.7057], [3.0051, -3.7462, 0.7089], [-3.2166, -0.8583, -0.6123], [2.1037, -4.1332, 2.6632], [1.1729, -1.9498, 3.1227], [2.7256, -0.6804, 0.8861], [1.3815, -0.1376, 1.8194], [-0.2411, -0.1435, 0.1986], [1.3792, -0.3847, -0.8271], [-0.7432, -2.0820, -1.0621], [0.4612, -4.2663, -1.0761], [2.8630, -2.3111, -0.9714], [2.8249, -4.0332, -1.4166], [3.0364, -4.8517, 0.6881], [4.0465, -3.3488, 0.7653], [-3.0328, -1.9631, -0.6202], [-3.2920, -0.5447, -1.6709], [-4.2479, -0.7792, -0.1923], [-0.9688, 1.5528, -1.9411], [1.1444, 2.3611, 1.2019], [0.0168, 1.0093, -3.5309], [-1.7618, 2.8841, -3.0385], [2.9212, 3.0439, 0.4565], [0.9866, 3.6859, 2.3151], [0.5032, 2.5703, -1.4824], [0.2012, 3.2107, -0.1197], [-0.5308, 0.1219, -4.4482], [0.1660, 0.2153, -5.6588], [1.1630, 1.2227, -5.4942], [1.0447, 1.7006, -4.1901], [-3.1217, 2.8964, -3.2817], [-3.4613, 4.0312, -4.0135], [-2.2602, 4.7348, -4.2699], [-1.2336, 3.9852, -3.6976], [4.1825, 2.4612, 0.5683], [5.1200, 3.1074, -0.2662], [4.3821, 4.1389, -0.9229], [3.0750, 4.1141, -0.4255], [1.9612, 4.4544, 2.9515], [1.4574, 5.7200, 3.2500], [0.1177, 5.7332, 2.7608], [-0.1677, 4.4902, 2.2469], [0.6328, 3.3865, -2.2259], [1.4202, 1.9348, -1.5070], [0.4238, 4.2961, -0.1666], [-0.8833, 3.1187, 0.1622], [-1.3736, -0.4902, -4.1377], [-0.0326, -0.3843, -6.5413], [1.8817, 1.5618, -6.2339], [1.6387, 2.4809, -3.7273], [-3.7231, 2.0913, -2.9106], [-4.4525, 4.3128, -4.3190], [-2.1507, 5.6766, -4.7775], [-0.1830, 4.1772, -3.7537], [4.3698, 1.6232, 1.2388], [6.2001, 2.9039, -0.3697], [4.7281, 4.8035, -1.6894], [2.2682, 4.8234, -0.6138], [2.9028, 3.9827, 3.1549], [2.0249, 6.4942, 3.7595], [-0.5193, 6.5781, 2.7607], [-1.1068, 4.1419, 1.8788], [-0.8233, -6.5577, 1.4945], [-1.6963, -5.4535, 1.8141], [-3.0846, -5.7896, 1.8481], [-1.3372, -4.0657, 1.4456], [-1.8291, -2.9917, 2.3750], [-2.1842, -3.4484, 3.6483], [-2.7925, -2.6398, 4.5799], [-3.1257, -1.3606, 4.1930], [-2.6976, -0.8446, 2.9578], [-2.0332, -1.6613, 2.0529], [-1.2241, -7.1405, 0.6486], [-0.7708, -7.2523, 2.3527], [0.1876, -6.2101, 1.2602], [-3.5389, -5.5771, 2.8222], [-3.6638, -5.2621, 1.0814], [-3.1950, -6.8620, 1.6786], [-0.2496, -4.0507, 1.4228], [-1.6568, -3.8734, 0.4095], [-1.9308, -4.4720, 3.8790], [-3.0707, -3.0730, 5.5334], [-3.6514, -0.7202, 4.8744], [-2.9827, 0.2083, 2.7840]],
  "forces_ev_per_angstrom": [[-1.047, -4.062, 2.050], [0.720, 2.197, 0.982], [-1.403, -0.252, -1.292], [-0.556, -0.034, 1.315], [0.580, -0.035, -1.160], [-2.110, 0.396, 0.180], [1.045, -0.441, -0.527], [0.821, -0.612, 1.196], [-0.159, -0.728, -1.483], [-0.509, -0.237, -0.529], [-0.166, -0.479, 0.292], [0.561, -0.407, -0.461], [0.149, -0.121, -0.157], [0.360, 0.032, -0.056], [2.236, -1.285, -0.327], [-0.790, 0.519, 0.526], [0.305, -0.256, 0.555], [0.105, 0.968, -0.151], [-0.351, -0.411, 0.023], [-0.058, 0.386, -0.016], [0.402, 0.508, -0.077], [-0.724, -0.424, 0.294], [0.236, 0.971, 0.202], [-0.122, 0.057, 0.094], [0.385, 0.187, -0.026], [3.254, 3.738, -7.654], [3.716, 3.502, -0.601], [-1.207, -0.904, 1.390], [-0.287, -1.435, 1.637], [-0.999, -0.799, 0.547], [-1.082, 0.318, 0.397], [-0.381, -0.107, 0.663], [0.121, 0.067, -0.576], [0.430, -0.080, -0.819], [-0.772, -0.077, 1.278], [-0.709, -0.034, 1.400], [0.388, 0.105, -0.507], [-0.779, 0.986, -0.142], [0.275, -1.111, 0.726], [0.703, -1.338, 0.914], [-0.137, 0.818, 0.083], [0.976, -0.349, -0.460], [-1.425, -0.372, 0.737], [-1.189, -0.530, 0.972], [0.141, -0.055, -0.647], [-0.345, 0.631, 0.279], [0.694, -1.851, -0.547], [0.462, -1.050, 0.014], [0.637, 1.133, 0.620], [-0.204, -0.888, 0.511], [-0.649, 0.464, 0.159], [-0.351, -0.721, 0.409], [0.275, 0.252, -0.327], [0.242, 0.028, -0.308], [0.049, 0.191, 0.232], [-0.158, -0.066, 0.289], [-0.158, -0.354, -0.079], [-0.356, -0.148, 0.041], [-0.086, -0.067, -0.048], [0.122, -0.070, -0.182], [0.222, 0.031, 0.026], [-0.219, 0.257, -0.201], [-0.966, -0.013, 0.171], [0.145, 0.331, 0.057], [0.380, -0.309, -0.011], [0.320, 0.230, -0.024], [-0.312, -0.166, -0.224], [-0.674, 0.444, 0.184], [-0.234, -0.100, -0.198], [0.019, -0.259, 0.008], [0.460, 1.599, 0.502], [-0.497, -0.120, 0.095], [0.419, -1.999, -0.734], [0.035, -0.921, -0.391], [0.436, 0.308, -0.121], [-0.249, -0.124, -0.393], [0.061, 0.868, 0.314], [0.241, -0.750, -0.132], [-0.317, 2.579, -0.190], [0.325, 0.132, -0.014], [0.137, 0.240, -0.320], [-0.125, -0.071, 0.041], [-0.137, 0.038, -0.079], [-0.062, 0.009, -0.081], [-0.108, 0.100, -0.022], [0.046, 0.161, 0.001], [-0.178, 0.313, 0.028], [-0.086, -0.139, -0.079], [-0.031, 0.365, 0.046], [-0.221, 0.263, 0.168], [0.049, 0.436, -0.280]]
}

Entry 2:
{
  "formula": "C36H47IrN5P2",
  "method": "wB97M-V/def2-TZVPD",
  "fmax_ha_per_bohr": 0.086,
  "charge": 2,
  "multiplicity": 6,
  "de_lowest_kj_mol": 0.0,
  "lumo_ha": [-0.1775, -0.3272],
  "gap_ha": [0.256, 0.136],
  "species": ["Ir", "C", "C", "C", "C", "C", "C", "C", "C", "C", "H", "H", "H", "H", "H", "H", "H", "H", "H", "H", "H", "H", "H", "H", "H", "P", "P", "N", "N", "N", "N", "C", "C", "C", "C", "C", "C", "C", "C", "C", "C", "C", "C", "C", "C", "C", "C", "C", "C", "H", "H", "H", "H", "H", "H", "H", "H", "H", "H", "H", "H", "H", "H", "H", "H", "H", "H", "H", "H", "C", "N", "C", "C", "C", "C", "C", "C", "C", "C", "H", "H", "H", "H", "H", "H", "H", "H", "H", "H", "H", "H"],
  "coordinates": [[0.2492, 0.3619, 0.8352], [-1.6739, 1.5668, -4.2234], [-1.5461, 0.2359, -4.0967], [-0.5515, -0.5992, -4.8640], [0.8882, -0.0183, -4.9635], [1.4435, 0.6740, -3.7382], [0.9987, 1.8077, -3.1803], [0.4477, 2.9470, -3.9746], [-0.7275, 2.5141, -4.8905], [1.2530, 1.5339, 2.1774], [-2.6465, 2.0176, -3.9983], [-2.3704, -0.3079, -3.6147], [-0.9024, -0.7516, -5.8943], [-0.5160, -1.6172, -4.4472], [1.5611, -0.8548, -5.2118], [0.9194, 0.6461, -5.8339], [2.4411, 0.3182, -3.4284], [1.3178, 2.0610, -2.1764], [1.2466, 3.3809, -4.6104], [0.1257, 3.7549, -3.3050], [-1.3043, 3.4109, -5.1738], [-0.3073, 2.1219, -5.8341], [0.4626, 2.1099, 2.6862], [1.9627, 2.2253, 1.7170], [1.7765, 0.8984, 2.9086], [1.9352, -0.2808, -0.4092], [-1.4231, -0.3818, -0.3665], [3.0164, 1.0815, -0.8158], [3.1714, -1.3084, 0.3309], [-2.1145, 1.1512, -0.8824], [-2.8418, -1.1994, 0.2239], [1.0279, -1.3965, -1.5722], [-0.5401, -1.4254, -1.5607], [2.7147, 2.4404, -0.5780], [3.6966, 3.2289, -1.1638], [4.6521, 2.3467, -1.7477], [4.2170, 1.0414, -1.5264], [3.7202, -1.0843, 1.5968], [4.5660, -2.1356, 1.9086], [4.5806, -3.0227, 0.7864], [3.7078, -2.5083, -0.1575], [-1.4897, 2.3344, -0.4981], [-2.1386, 3.3945, -1.1012], [-3.2536, 2.8632, -1.8069], [-3.1908, 1.4770, -1.6850], [-4.0949, -1.3801, -0.3719], [-4.8432, -2.2334, 0.4199], [-4.0278, -2.6237, 1.5271], [-2.8139, -1.9840, 1.3830], [1.4095, -2.4134, -1.4283], [1.3443, -1.1098, -2.5804], [-0.9124, -1.1352, -2.5466], [-0.9204, -2.4420, -1.3558], [1.8053, 2.7499, -0.0706], [3.6992, 4.3120, -1.1613], [5.5493, 2.6389, -2.2693], [4.6761, 0.0996, -1.7927], [3.4337, -0.2183, 2.1774], [5.0826, -2.2686, 2.8445], [5.1500, -3.9398, 0.6939], [3.3899, -2.9002, -1.1090], [-0.6680, 2.3122, 0.2316], [-1.8202, 4.4282, -1.0381], [-3.9857, 3.3979, -2.3901], [-3.8160, 0.7132, -2.1143], [-4.3342, -0.8864, -1.2967], [-5.8576, -2.5490, 0.2352], [-4.2876, -3.2953, 2.3285], [-1.9255, -2.0181, 1.9966], [-3.2034, -0.4075, 4.4456], [-1.9809, 0.0707, 5.0067], [-1.8885, 0.1340, 6.4278], [-0.8316, 0.3444, 4.1604], [-0.1294, -0.8948, 3.6778], [0.2161, -1.8273, 4.6489], [0.6946, -3.0825, 4.3142], [0.9033, -3.3964, 2.9756], [0.6784, -2.4372, 1.9799], [0.2236, -1.1605, 2.3458], [-4.0321, -0.1345, 5.1202], [-3.2086, -1.5072, 4.3356], [-3.3625, 0.0313, 3.4491], [-1.7998, -0.8612, 6.8912], [-1.0211, 0.7249, 6.7426], [-2.8040, 0.5794, 6.8395], [-1.1484, 0.9777, 3.3193], [-0.1277, 0.9330, 4.7726], [0.0452, -1.5399, 5.6853], [0.8814, -3.8168, 5.0937], [1.2585, -4.3831, 2.6847], [0.8425, -2.6549, 0.9305]],
  "forces_ev_per_angstrom": [[1.296, -2.157, 3.645], [-0.762, -0.565, -0.699], [-0.525, 0.763, -0.957], [0.553, -0.102, 0.458], [0.529, -0.001, -0.637], [0.402, -0.073, -0.384], [1.092, 0.316, -0.396], [-1.340, 0.121, -0.104], [0.142, 0.672, -0.693], [-0.390, 2.107, 1.800], [0.703, -0.297, 0.418], [0.153, 0.171, -0.313], [-0.096, 0.117, 0.239], [0.089, 0.148, -0.006], [-0.198, 0.268, -0.022], [0.110, -0.151, 0.124], [-0.899, -0.416, 0.640], [0.383, 0.141, -0.479], [-0.258, -0.348, 0.412], [-0.044, -0.195, -0.077], [0.296, -0.283, 0.038], [-0.375, 0.076, 0.463], [0.687, 0.251, 0.108], [-0.189, -0.122, 0.068], [-0.287, 0.084, -0.354], [3.822, -0.178, -0.240], [-3.246, 2.058, -0.056], [-1.025, -0.615, 0.130], [-0.582, 0.000, -0.595], [-0.006, -1.269, -0.192], [0.816, -0.229, -0.035], [0.451, -0.371, -0.898], [-0.113, -0.249, -0.219], [0.590, 0.616, -0.673], [-0.987, -1.061, 0.740], [-0.667, -1.319, 0.248], [0.418, 1.079, -0.337], [0.234, -0.679, 0.037], [-0.754, 0.736, -0.649], [-0.798, 0.439, -0.447], [0.296, -0.086, 0.765], [-0.167, 0.897, -0.556], [0.312, -0.564, 0.469], [0.325, -1.489, 0.195], [-0.339, 1.275, 0.226], [-0.277, -0.555, 0.512], [0.789, 0.543, -0.402], [0.777, 0.731, -0.497], [-0.502, -0.364, 0.058], [-0.110, 0.190, 0.250], [-0.165, -0.139, 0.224], [0.138, -0.076, 0.178], [0.277, 0.275, -0.021], [0.323, -0.187, -0.372], [0.100, -0.223, 0.056], [0.016, -0.132, 0.043], [-0.065, 0.091, 0.049], [0.136, -0.114, -0.141], [0.114, 0.097, -0.059], [-0.137, 0.196, -0.032], [0.224, 0.000, -0.048], [-0.428, 0.283, -0.547], [-0.247, -0.159, 0.135], [0.008, 0.042, 0.052], [0.055, 0.243, -0.072], [-0.127, -0.156, 0.126], [0.047, 0.064, -0.092], [-0.051, -0.009, -0.012], [-0.195, -0.044, -0.149], [-0.972, 0.218, -0.350], [0.154, -0.535, -0.162], [0.223, 0.585, 0.956], [0.572, 1.210, 0.173], [0.347, -1.100, 0.414], [-0.578, 0.675, 0.235], [0.244, -0.313, -0.188], [0.227, -0.075, -0.724], [-0.022, -0.384, 1.063], [-0.825, 0.744, -1.328], [0.307, -0.161, -0.328], [0.236, 0.260, 0.068], [0.102, -0.221, 0.298], [-0.080, -0.035, -0.322], [-0.201, -0.145, -0.166], [0.157, -0.082, -0.139], [-0.175, -0.306, 0.175], [-0.286, -0.096, -0.236], [0.154, -0.392, -0.040], [0.029, 0.111, -0.173], [-0.072, 0.161, 0.145], [0.104, -0.232, 0.189]]
}